# 1
47
Properties=species:S:1:pos:R:3 method="wB97M-V/def2-TZVPD" e_above_lowest_kcal_mol=44.59 energy_ha=-1794.78818 total_charge=+1 e_homo_ha=-0.3615 gap_ev=2.37 fmax_ha_per_bohr=0.094
Cd -13.51 30.96 3.27
F -14.51 29.79 4.75
C -12.88 29.15 7.33
C -11.80 28.68 8.07
C -11.74 29.05 9.42
C -12.64 29.98 10.03
C -13.68 30.45 9.25
C -13.80 30.04 7.91
O -14.87 30.59 7.22
O -10.69 28.55 10.08
H -12.85 28.93 6.28
H -11.09 28.02 7.59
H -12.64 30.20 11.09
H -14.39 31.16 9.64
H -14.81 30.37 6.28
H -10.41 29.13 10.79
C -15.46 26.64 5.98
C -15.70 25.56 6.85
C -16.78 24.68 6.76
C -17.58 24.75 5.63
C -17.36 25.76 4.72
C -16.33 26.72 4.87
O -16.34 27.90 4.18
O -16.98 23.59 7.64
H -14.69 27.36 6.22
H -14.98 25.46 7.65
H -18.30 23.96 5.54
H -18.02 25.84 3.87
H -15.77 28.61 4.47
H -16.10 23.30 7.88
C -17.93 32.88 4.01
O -16.98 33.82 3.56
P -15.46 33.86 4.15
O -14.68 32.62 3.87
O -14.83 35.32 3.52
C -13.48 35.74 3.71
O -15.66 34.15 5.76
C -16.30 33.19 6.56
H -18.64 32.74 3.19
H -18.57 33.31 4.78
H -17.56 31.87 4.20
H -12.79 35.06 4.20
H -13.52 36.52 4.47
H -12.99 36.25 2.87
H -17.30 33.53 6.82
H -15.76 33.19 7.50
H -16.32 32.17 6.16

***

# 2
20
Properties=species:S:1:pos:R:3 method="wB97M-V/def2-TZVPD" energy_ha=-1079.23393 total_charge=-1 multiplicity=3 e_homo_ha="-0.0226 / -0.1921" gap_ev="3.89 / 5.73" fmax_ha_per_bohr=0.134
C 2.22 -1.04 -0.02
C 1.26 0.66 2.77
C -2.67 -0.60 -1.13
C -1.68 -1.54 -1.44
C -2.32 0.48 -0.37
C -0.40 -1.34 -1.06
C -0.98 0.75 0.06
C -0.03 -0.20 -0.26
C 1.37 -0.04 0.10
N 2.93 -1.96 -0.22
N 0.65 -0.18 3.25
O 1.32 2.59 -0.05
O 1.93 1.59 2.21
O 3.49 1.60 0.19
S 2.08 1.46 0.38
H -3.74 -0.77 -1.51
H -1.85 -2.42 -2.08
H -3.14 1.28 -0.22
H 0.40 -1.95 -1.20
H -0.86 1.64 0.62

***

# 3
9
Properties=species:S:1:pos:R:3 method="wB97M-V/def2-TZVPD" e_above_lowest_kcal_mol=70.53 energy_ha=-883.28012 total_charge=0 e_homo_ha="-0.3053 / -0.3043" gap_ev="6.56 / 6.34" fmax_ha_per_bohr=0.110
C -0.07 -0.37 0.61
C 0.97 -0.64 -0.57
N -0.09 -1.30 1.60
N 0.20 -2.39 1.77
S 1.00 -2.29 -1.06
I 3.02 0.28 0.09
H 0.14 0.59 1.27
H -1.02 -0.49 0.06
H 0.77 0.22 -1.31

***

# 4
95
Properties=species:S:1:pos:R:3 method="wB97M-V/def2-TZVPD" energy_ha=-9090.21934 total_charge=0 e_homo_ha=-0.1819 gap_ev=1.90 fmax_ha_per_bohr=0.180
C -2.55 0.50 0.67
C -2.02 0.78 -0.73
I -0.52 -0.65 -1.29
C -2.40 1.72 -1.55
I -4.01 2.90 -0.78
P -1.67 1.99 -3.35
C -0.83 3.67 -2.96
C -0.98 4.37 -1.61
C -0.31 3.73 -0.35
C 1.04 3.20 -0.61
O 1.33 2.17 -1.17
O 2.06 3.96 -0.09
H -2.13 -0.44 1.05
H -2.19 1.29 1.33
H -3.62 0.37 0.67
H -0.38 1.37 -3.00
H -2.26 0.70 -3.66
H -2.90 2.68 -3.77
H -1.21 2.10 -4.74
H -1.15 4.36 -3.75
H 0.24 3.54 -3.16
H -0.40 5.31 -1.72
H -1.96 4.76 -1.37
H -0.95 3.03 0.18
H -0.19 4.56 0.34
H 2.81 3.36 -0.03
C 5.30 -6.17 1.22
C 4.17 -6.80 2.04
C 2.81 -6.96 1.36
N 2.09 -5.69 0.93
C 2.28 -4.59 1.95
C 1.40 -3.38 1.69
C -0.07 -3.77 1.62
C -0.28 -4.85 0.57
C 0.61 -6.05 0.84
C 2.57 -5.29 -0.43
H 5.16 -5.10 1.06
H 6.24 -6.27 1.76
H 5.42 -6.65 0.25
H 4.06 -6.26 2.98
H 4.48 -7.80 2.31
H 2.15 -7.46 2.06
H 2.89 -7.59 0.47
H 2.05 -5.03 2.92
H 3.32 -4.30 1.92
H 1.55 -2.66 2.50
H 1.70 -2.87 0.77
H -0.68 -2.89 1.38
H -0.41 -4.13 2.60
H -0.09 -4.45 -0.42
H -1.32 -5.18 0.58
H 0.52 -6.81 0.06
H 0.34 -6.51 1.80
H 2.39 -6.11 -1.12
H 3.63 -5.07 -0.38
H 2.04 -4.40 -0.75
C -0.20 -1.58 -5.22
O -1.49 -1.04 -5.36
H 0.24 -1.19 -4.30
H -0.27 -2.68 -5.16
H 0.43 -1.29 -6.06
H -1.86 -1.39 -6.18
Cs 0.27 -2.63 -2.70
Cl 4.33 4.91 0.60
Ca 3.22 6.85 1.33
F -1.04 3.28 2.01
C -0.91 10.14 0.65
C -0.68 9.70 2.06
O 0.44 9.69 2.55
C -1.88 9.26 2.86
H 0.03 10.43 0.19
H -1.35 9.33 0.07
H -1.58 11.00 0.63
H -2.35 8.41 2.37
H -2.59 10.08 2.94
H -1.57 8.97 3.85
C -2.01 10.18 6.97
N -3.26 9.54 6.48
O -4.26 9.65 7.16
O -3.19 8.95 5.42
H -2.23 10.67 7.92
H -1.27 9.40 7.10
H -1.70 10.91 6.22
Br -0.66 -9.90 1.02
C -2.34 -8.92 0.82
C -2.73 -8.79 -0.63
Br -1.66 -7.43 -1.53
H -2.20 -7.96 1.31
H -3.08 -9.51 1.36
H -3.76 -8.44 -0.71
H -2.61 -9.70 -1.20
N 1.55 -0.79 -8.46
O 0.49 -1.23 -8.98
O 2.18 -1.51 -7.64
O 1.97 0.33 -8.76

***

# 5
103
Properties=species:S:1:pos:R:3 method="wB97M-V/def2-TZVPD" e_above_lowest_kcal_mol=217.33 energy_ha=-3745.31367 total_charge=-2 multiplicity=4 e_homo_ha="-0.0192 / -0.0480" gap_ev="4.63 / 5.35" fmax_ha_per_bohr=0.032
V -0.46 0.70 0.17
C -3.21 -6.56 2.82
C -3.83 -5.36 2.47
C -3.08 -4.26 2.10
C -1.67 -4.31 2.04
C -1.07 -5.51 2.47
C -1.82 -6.61 2.84
C -0.95 -3.15 1.57
C 0.44 -3.02 1.29
C 1.52 -3.99 1.25
C 2.66 -3.32 0.89
C 2.26 -1.94 0.70
N 0.95 -1.80 0.93
C 3.06 -0.84 0.25
C 2.54 0.35 -0.28
C 3.31 1.50 -0.68
C 2.52 2.33 -1.42
C 1.22 1.70 -1.55
C 0.22 1.98 -2.48
C 0.41 2.99 -3.55
C 1.61 3.13 -4.25
C 1.74 4.06 -5.27
C 0.67 4.87 -5.62
C -0.54 4.73 -4.95
C -0.67 3.79 -3.93
C -0.95 1.15 -2.57
N -1.23 0.33 -1.52
C -2.10 -0.64 -1.88
C -2.12 -1.70 -0.81
C -1.88 -3.11 -1.26
C -2.87 -4.08 -1.22
C -2.60 -5.38 -1.62
C -1.34 -5.72 -2.08
C -0.35 -4.74 -2.16
C -0.62 -3.44 -1.76
C -1.36 -1.03 0.27
C -0.74 0.18 2.21
C -1.40 -0.92 2.58
C -1.67 -1.83 1.43
N -2.80 -1.36 0.50
C -2.46 -0.43 -3.20
C -1.74 0.71 -3.65
N 1.21 0.58 -0.68
C 4.53 -1.04 0.23
C 5.30 -0.81 -0.92
C 6.67 -1.04 -0.93
C 7.31 -1.50 0.21
C 6.57 -1.74 1.36
C 5.20 -1.51 1.37
H -3.80 -7.43 3.09
H -4.91 -5.29 2.49
H -3.58 -3.34 1.83
H 0.01 -5.57 2.55
H -1.32 -7.52 3.15
H 1.46 -5.06 1.41
H 3.64 -3.74 0.72
H 4.35 1.67 -0.42
H 2.81 3.28 -1.85
H 2.44 2.48 -4.01
H 2.68 4.15 -5.81
H 0.77 5.60 -6.42
H -1.39 5.35 -5.22
H -1.61 3.67 -3.41
H -3.85 -3.81 -0.84
H -3.37 -6.14 -1.55
H -1.12 -6.74 -2.37
H 0.65 -5.00 -2.51
H 0.15 -2.68 -1.78
H -2.22 1.53 2.04
H -1.51 -1.25 3.61
H -3.14 -1.03 -3.79
H -1.76 1.14 -4.64
H 4.79 -0.48 -1.82
H 7.23 -0.86 -1.84
H 8.38 -1.67 0.20
H 7.06 -2.10 2.25
H 4.62 -1.69 2.27
O -4.40 3.54 -0.10
C -3.50 2.89 0.45
O -2.73 2.01 -0.02
C -3.19 3.27 1.91
C -3.46 4.47 2.49
C -2.84 4.79 3.74
C -1.88 3.95 4.25
C -1.58 2.73 3.62
N -2.41 2.37 2.56
C -0.35 2.02 3.88
O 0.48 2.46 4.68
O -0.04 0.88 3.25
H -4.10 5.17 1.96
H -3.06 5.72 4.24
H -1.28 4.21 5.12
C -0.98 4.91 -0.47
N 0.04 4.96 0.57
C 0.49 3.89 1.26
N 1.38 4.16 2.27
O 0.19 2.72 1.01
H -0.65 5.46 -1.35
H -1.93 5.31 -0.12
H -1.14 3.88 -0.75
H 0.30 5.87 0.91
H 1.39 5.10 2.62
H 1.41 3.44 2.98

***

# 6
15
Properties=species:S:1:pos:R:3 method="wB97M-V/def2-TZVPD" e_above_lowest_kcal_mol=135.73 energy_ha=-399.74926 total_charge=0 e_homo_ha="-0.3406 / -0.3027" gap_ev="8.85 / 7.35" fmax_ha_per_bohr=0.032
C 0.04 2.02 -0.79
C 0.03 0.05 0.61
C 0.87 -1.08 0.43
C -1.16 -0.53 -0.30
C 1.45 -2.22 0.25
O -0.46 0.35 1.88
N 0.78 0.99 -0.08
O -2.29 -0.49 0.10
H -1.42 0.18 1.87
H -0.87 -0.81 -1.33
H -1.02 2.11 -0.54
H 0.50 2.98 -0.55
H 0.11 1.90 -1.88
H 2.48 -2.27 -0.11
H 0.95 -3.17 0.44

***

# 7
52
Properties=species:S:1:pos:R:3 method="wB97M-V/def2-TZVPD" e_above_lowest_kcal_mol=3.46 smiles=CC(C)c1ccc(OC[C@H](O)C[N@H+]2C[C@@H](C)O[C@@H](C)C2)cc1 energy_ha=-984.12556 total_charge=+1 e_homo_ha=-0.4086 gap_ev=8.76 fmax_ha_per_bohr=0.020
C 6.34 0.27 2.19
C 5.54 -0.73 1.36
C 6.14 -0.88 -0.04
C 4.09 -0.32 1.29
C 3.09 -1.12 1.83
C 1.77 -0.75 1.78
C 1.40 0.45 1.18
O 0.04 0.72 1.18
C -0.42 1.96 0.72
C -0.61 2.02 -0.82
O -1.71 2.85 -1.14
C -0.95 0.65 -1.43
N -2.36 0.30 -1.12
C -3.12 -0.23 -2.27
C -4.59 -0.43 -1.88
C -5.38 -1.06 -3.02
O -4.68 -1.29 -0.77
C -4.00 -0.80 0.36
C -4.19 -1.79 1.50
C -2.51 -0.63 0.03
C 2.38 1.26 0.62
C 3.71 0.88 0.69
H 6.36 1.25 1.71
H 7.37 -0.07 2.29
H 5.91 0.38 3.18
H 5.59 -1.70 1.86
H 7.16 -1.25 0.03
H 5.56 -1.59 -0.63
H 6.15 0.07 -0.56
H 3.36 -2.05 2.30
H 1.00 -1.37 2.21
H 0.23 2.78 1.05
H -1.40 2.10 1.19
H 0.30 2.38 -1.31
H -1.50 3.77 -0.96
H -0.84 0.71 -2.51
H -0.28 -0.12 -1.04
H -2.79 1.21 -0.88
H -3.05 0.47 -3.11
H -2.68 -1.19 -2.57
H -5.02 0.55 -1.62
H -5.36 -0.41 -3.90
H -4.96 -2.03 -3.28
H -6.41 -1.20 -2.71
H -4.42 0.18 0.65
H -3.69 -1.44 2.40
H -3.79 -2.76 1.22
H -5.25 -1.91 1.71
H -1.95 -0.25 0.88
H -2.10 -1.59 -0.27
H 2.13 2.20 0.15
H 4.45 1.53 0.26

***

# 8
9
Properties=species:S:1:pos:R:3 method="wB97M-V/def2-TZVPD" e_above_lowest_kcal_mol=141.29 energy_ha=-730.68879 total_charge=0 e_homo_ha="-0.3385 / -0.3860" gap_ev="7.20 / 10.22" fmax_ha_per_bohr=0.096
C -2.29 0.50 0.24
C 1.99 -0.89 -0.29
C 0.90 -0.21 -0.43
N -2.34 -0.71 -0.03
F 3.21 -0.36 0.32
Cl 0.55 1.37 -0.01
H -2.97 1.13 0.62
H -1.24 1.07 0.03
H 2.20 -1.90 -0.45

***

# 9
57
Properties=species:S:1:pos:R:3 method="wB97M-V/def2-TZVPD" e_above_lowest_kcal_mol=39.10 energy_ha=-4673.79508 total_charge=-1 multiplicity=2 e_homo_ha="-0.0589 / -0.1939" gap_ev="3.84 / 7.50" fmax_ha_per_bohr=0.033
Mg 0.01 0.42 0.28
O 1.08 -1.62 4.12
As 0.81 -1.56 2.34
O -0.24 -2.78 2.04
O 0.24 -0.01 2.09
C 2.65 -1.94 1.90
C 3.08 -3.25 2.06
C 4.43 -3.55 1.93
C 5.34 -2.54 1.66
C 4.91 -1.24 1.45
C 3.56 -0.94 1.56
S 2.50 0.36 -0.38
O 3.11 0.32 1.23
O 1.62 1.56 -0.33
O 1.56 -0.80 -0.43
H 0.26 -2.00 4.47
H 2.35 -4.01 2.29
H 4.77 -4.57 2.05
H 6.40 -2.77 1.57
H 5.60 -0.45 1.20
O -1.28 -0.86 -0.37
N -2.43 -1.22 0.11
C -3.28 -1.92 -0.66
C -4.56 -2.18 -0.25
C -4.99 -1.73 0.99
C -4.08 -1.08 1.81
C -2.79 -0.84 1.36
H -2.87 -2.23 -1.61
H -5.23 -2.73 -0.90
H -6.01 -1.89 1.32
H -4.35 -0.73 2.79
H -2.02 -0.35 1.93
N 0.06 0.45 -2.92
C -0.93 1.37 -3.26
C -0.63 2.72 -3.40
C -1.60 3.62 -3.81
C -2.89 3.19 -4.09
C -3.19 1.84 -3.96
C -2.23 0.94 -3.54
H 0.87 0.85 -2.47
H -0.27 -0.37 -2.43
H 0.37 3.07 -3.16
H -1.35 4.67 -3.90
H -3.65 3.89 -4.40
H -4.19 1.49 -4.18
H -2.47 -0.11 -3.41
I -5.35 2.98 -0.90
C -3.33 3.20 -0.35
C -2.82 4.48 -0.09
C -1.46 4.49 0.34
C -0.76 3.33 0.47
N -1.26 2.08 0.19
C -2.58 2.07 -0.22
H -3.40 5.38 -0.22
H -0.98 5.43 0.58
H 0.27 3.35 0.81
H -3.02 1.11 -0.46

***

# 10
24
Properties=species:S:1:pos:R:3 method="wB97M-V/def2-TZVPD" e_above_lowest_kcal_mol=166.48 energy_ha=-571.80808 total_charge=0 e_homo_ha=-0.2893 gap_ev=8.47 fmax_ha_per_bohr=0.079
C 1.94 0.40 1.26
C 1.78 0.03 -0.26
C 0.63 -0.91 -0.52
N 1.02 -2.26 -0.21
C -0.59 -0.82 -1.08
C -1.44 0.36 -1.42
C -0.96 1.71 -0.85
C -0.91 1.75 0.49
C -1.34 0.56 1.19
N -2.28 -0.16 0.67
O -2.90 -1.06 1.19
O -2.62 0.00 -0.73
H 3.08 0.59 1.34
H 1.58 -0.40 2.04
H 1.34 1.29 1.36
H 2.64 -0.53 -0.57
H 1.77 0.88 -1.06
H 1.99 -2.48 -0.15
H 0.50 -2.97 -0.68
H -1.06 -1.82 -1.14
H -1.83 0.31 -2.39
H -0.69 2.58 -1.56
H -0.61 2.59 0.94
H -1.06 0.37 2.14